Entry 1:
Here is an isolated ion of composition C8H12N3OS and charge +1 from the Open Molecules 2025 dataset. Energies are from ωB97M-V/def2-TZVPD.

```
25
Properties=species:S:1:pos:R:3:forces:R:3
C -0.4899 -1.0301 3.8245 -0.6 -2.2 2.0
C 0.0023 -1.1868 2.4738 0.9 -0.1 0.2
C 1.1768 -1.2172 1.8029 -0.7 0.5 2.1
N 0.8789 -0.9900 0.4930 -2.5 -0.2 0.0
C -0.4670 -0.9301 0.3881 -0.2 -0.6 -2.0
N -1.1796 -0.9690 -0.7956 0.1 0.6 0.6
C -0.9178 -0.6462 -2.1419 0.8 -1.0 -1.8
S -1.9004 -1.1589 -3.4192 0.6 0.6 2.1
N 0.2986 -0.0974 -2.4250 -0.4 1.1 -1.0
C 0.8417 1.0633 -1.7950 2.2 0.4 2.8
C 0.5238 2.4921 -2.1389 -0.7 -1.7 0.3
C 0.0569 1.8910 -0.8320 -2.4 -0.7 -1.6
O -1.0536 -1.0288 1.5894 1.5 0.3 -2.9
H -1.5276 -1.4686 3.8407 0.9 0.8 0.1
H -0.4855 0.0167 4.0671 -0.2 0.4 0.4
H 0.0394 -1.6407 4.6129 -0.1 0.9 -1.0
H 2.1856 -1.2019 2.1763 0.0 -0.2 0.0
H 1.5214 -1.2058 -0.2199 0.5 0.0 -1.5
H -2.1568 -1.1620 -0.8519 -0.9 -0.5 1.4
H 0.3064 0.1199 -3.4124 0.2 -0.8 -0.4
H 1.8256 0.8962 -1.3402 0.0 -0.1 -0.7
H -0.1745 2.4755 -2.9271 -1.2 0.5 -0.6
H 1.2113 3.2837 -2.2356 1.1 0.4 0.2
H 0.5043 2.1202 0.0929 0.4 0.5 0.9
H -1.0203 1.5749 -0.8269 1.0 0.9 0.3
```
Positions in Å, forces in eV/Å.

Output
SMILES string = Cc1c[nH]/c(=[NH+]\C(=S)NC2CC2)o1
Energy relative to the best compared isomer or geometry (same formula, charge and spin) = 0.7618 eV
Net charge = +1
LUMO level = -4.154 eV
Gap between HOMO and LUMO = 8.15 eV
Calculated total energy = -949.4229 Eh


Entry 2:
Here is the molecule C8H12N4 from the Open Molecules 2025 dataset. Energies are from ωB97M-V/def2-TZVPD.

```
24
Properties=species:S:1:pos:R:3:forces:R:3
H -4.1166 1.2433 0.1276 2.0 -0.5 -0.9
N -3.0707 1.0956 -0.0938 -2.7 0.6 0.1
C -2.7881 -0.1363 -0.1896 2.2 -0.6 2.9
C -3.7393 -1.2931 0.0223 -4.0 -0.8 -1.8
N -1.4140 -0.5349 -0.0125 -1.7 2.7 -1.1
C -0.2028 0.3193 -0.0800 -5.1 -2.2 1.0
C -0.2572 1.6805 0.0577 -2.8 -0.1 0.9
C 0.9222 2.2838 0.0516 2.4 1.1 0.2
C 2.1580 1.6215 -0.0127 0.9 1.3 -1.0
C 2.1595 0.2709 -0.1086 -1.5 -0.8 1.0
N 3.3330 -0.3933 -0.2769 4.8 1.4 -0.5
N 3.4839 -1.7047 0.1902 2.5 -1.1 -1.2
C 0.8873 -0.4031 0.0008 5.0 -0.3 -1.4
H -4.7856 -0.9597 0.4889 2.2 -0.2 -1.3
H -4.0255 -1.8354 -0.9957 0.6 1.3 1.8
H -3.5426 -2.1376 0.6697 1.2 0.1 0.3
H -1.3351 -1.4996 -0.1672 0.9 -1.2 -0.2
H -1.2196 2.1182 0.4176 1.2 -0.1 -1.1
H 0.8857 3.3159 0.1985 0.4 1.7 0.2
H 3.1824 2.0593 -0.1684 -1.4 0.3 0.5
H 4.3935 0.1865 -0.4253 -4.7 -1.7 0.8
H 4.1090 -2.0665 -0.5999 -1.3 -0.4 1.8
H 4.0826 -1.7885 1.0700 -1.1 0.6 -1.3
H 0.9002 -1.4422 -0.1643 -0.1 -1.2 0.2
```
Positions in Å, forces in eV/Å.

Output
SMILES string = [H]/N=C(\C)Nc1cccc(NN)c1
Energy relative to the best compared isomer or geometry (same formula, charge and spin) = 3.9404 eV
LUMO level = 0.804 eV
Gap between HOMO and LUMO = 8.38 eV
Calculated total energy = -530.9399 Eh


Entry 3:
Here is C8H12N4O2 as an isolated structure from the Open Molecules 2025 dataset. Energies are from ωB97M-V/def2-TZVPD.

```
26
Properties=species:S:1:pos:R:3:forces:R:3
C 0.9314 3.0307 -0.2322 -0.9 -4.5 0.3
C -0.4166 2.9752 0.0760 1.2 -0.5 -0.6
C -0.5039 0.6479 -0.2337 0.5 1.9 1.0
C -0.0895 -2.0139 0.8000 1.8 -0.6 1.9
C 1.7519 1.7074 -0.3970 -0.1 2.8 0.0
C 1.4504 -1.1710 1.6026 -3.3 -0.6 0.7
C 0.9729 0.4766 0.0465 1.9 -2.5 0.3
C -2.2275 -0.1957 -1.6751 -0.1 2.9 -3.1
N -1.0660 1.8354 -0.1171 -1.0 -0.4 -0.1
N -1.2611 -0.3610 -0.6689 1.2 -0.3 1.4
N -1.0233 -1.6333 -0.2111 2.0 0.5 1.7
N -0.2181 -3.2368 1.2882 -1.5 1.3 -2.4
O -1.7723 -2.4780 -0.5890 -2.2 -2.8 -1.4
O 1.2975 0.1319 1.4558 -0.8 1.9 -1.6
H 1.3190 3.9509 -0.3539 1.9 2.9 -0.4
H -0.8957 3.9039 0.3333 -0.8 -0.1 0.2
H 2.0284 1.6646 -1.5004 0.0 -0.1 1.3
H 2.6606 1.9550 0.2618 -1.0 -1.0 -1.1
H 1.3680 -1.3948 2.6868 0.1 -0.3 -0.8
H 2.2386 -1.6326 1.0704 0.8 -0.7 -0.7
H 1.3133 -0.4971 -0.5078 -0.4 2.1 0.3
H -1.6742 -0.0753 -2.6632 -0.6 -0.2 1.1
H -2.9987 -0.8744 -1.8517 -0.8 -1.7 0.6
H -2.7425 0.7690 -1.5340 0.4 -0.2 0.3
H 0.4443 -3.5142 1.9614 0.9 -0.5 1.0
H -0.8870 -3.9704 0.9524 0.5 1.0 0.2
```
Positions in Å, forces in eV/Å.

Output
Energy relative to the best compared isomer or geometry (same formula, charge and spin) = 4.8851 eV
Net charge = +2
LUMO level (spin up / spin down) = -9.715 / -10.600 eV
Gap between HOMO and LUMO (spin up / spin down) = 7.50 / 6.31 eV
Calculated total energy = -680.6414 Eh


Entry 4:
Here is a 2-piece molecular cluster, C8H12N6 overall from the Open Molecules 2025 dataset. Energies are from ωB97M-V/def2-TZVPD.

```
26
Properties=species:S:1:pos:R:3:forces:R:3
C -1.7030 -1.7759 -0.0736 -1.7 -1.5 0.5
C 0.4600 -1.6847 -0.1162 2.9 -0.1 -0.2
C 0.2921 2.8351 -0.8577 -1.9 -3.4 -1.0
C -0.5651 -2.4363 -0.5943 0.3 2.0 0.8
C 0.2127 0.7358 -1.7728 1.1 0.4 0.1
C -0.3757 1.2139 2.1161 4.1 0.0 1.1
C 1.9409 0.3748 1.4380 2.2 -2.9 0.0
C 0.6409 0.1770 1.4745 -1.0 3.3 1.3
N -1.3566 -0.8771 0.8086 -1.5 1.6 -0.3
N 1.0360 1.7943 -1.3414 1.4 -0.7 -0.7
N -0.9552 2.4425 -0.8950 -0.8 2.9 0.9
N -0.9892 1.2197 -1.4071 0.7 -0.5 -1.0
N -0.0490 -0.7048 0.6879 0.0 -2.5 0.1
N -0.5955 -3.5490 -1.3561 1.5 -2.2 -2.7
H -2.7920 -2.0812 -0.2061 1.7 0.5 0.3
H 1.5759 -1.7101 -0.2656 -1.7 -0.2 -0.1
H 0.6283 3.7689 -0.5791 0.6 1.6 0.7
H -0.5092 1.8549 1.2984 -1.6 0.7 -0.9
H -1.0909 0.5420 2.4498 -2.2 -0.1 0.5
H -0.0038 1.9061 2.9666 0.0 -1.6 -1.2
H 2.0949 1.7806 -1.3580 -2.2 -0.2 -0.2
H 2.4144 1.1396 2.0137 0.0 0.4 0.3
H 2.6339 -0.4910 1.1053 -1.1 1.8 0.1
H -1.9043 0.8043 -1.6354 1.0 0.3 0.5
H -1.3504 -3.4677 -2.0309 0.2 -0.4 0.0
H 0.3100 -3.8115 -1.8694 -1.9 0.8 1.2
```
Positions in Å, forces in eV/Å.

Output
Energy relative to the best compared isomer or geometry (same formula, charge and spin) = 3.1430 eV
LUMO level = 0.856 eV
Gap between HOMO and LUMO = 8.62 eV
Calculated total energy = -640.4333 Eh


Entry 5:
Here is the molecule C8H12N6O from the Open Molecules 2025 dataset. Energies are from ωB97M-V/def2-TZVPD.

```
27
Properties=species:S:1:pos:R:3:forces:R:3
C 0.3654 3.1148 0.7186 -0.5 1.0 2.1
C 0.3342 2.4495 -0.6884 -0.6 1.9 -0.8
N 0.4304 0.9966 -0.5521 -1.6 -0.4 0.3
C -0.7283 0.2745 -0.2958 -1.0 2.1 -1.3
N -1.9047 0.9155 -0.3263 2.2 -0.2 0.6
C -2.9836 0.1290 -0.1289 -2.3 -0.2 0.3
N -4.2675 0.4630 0.0686 0.9 0.3 0.4
O -4.9571 -0.7386 0.2695 3.0 0.7 -1.4
N -4.0900 -1.7652 0.0543 -0.2 -1.6 0.5
C -2.9023 -1.2719 -0.1494 0.9 -0.2 -0.1
N -1.6472 -1.9202 -0.2975 -2.8 -1.3 0.5
C -0.6162 -1.2006 -0.2591 1.8 0.6 0.1
N 0.6699 -1.8218 -0.3860 0.1 -1.8 1.8
C 1.8301 -1.5942 0.6053 0.3 3.7 0.8
C 3.1621 -2.1217 0.0438 0.8 0.5 -0.9
H 1.1516 2.6182 1.4337 -1.9 0.4 -1.3
H 0.6926 4.2418 0.8562 -0.8 -2.1 -1.2
H -0.7660 3.0650 1.1015 2.7 -0.1 -0.2
H 1.1339 2.8927 -1.3506 -0.6 -1.0 0.7
H -0.6827 2.7486 -1.1818 1.9 -0.8 0.8
H 1.0942 0.4310 -1.0550 0.4 0.4 -0.1
H 0.4712 -2.8615 -0.3258 0.2 1.6 -0.5
H 1.6820 -1.9308 1.8082 0.0 0.9 -3.5
H 2.0394 -0.3508 0.5085 -0.9 -3.5 1.2
H 4.0340 -1.9388 0.8222 -1.8 -0.4 -1.9
H 3.3694 -1.6657 -1.0146 -0.1 -0.1 2.2
H 3.0851 -3.1584 -0.2793 0.2 -0.5 0.7
```
Positions in Å, forces in eV/Å.

Output
SMILES string = CCNc1nc2nonc2nc1NCC
Energy relative to the best compared isomer or geometry (same formula, charge and spin) = 6.0152 eV
LUMO level = -0.642 eV
Gap between HOMO and LUMO = 8.55 eV
Calculated total energy = -715.6540 Eh


Entry 6:
Here is a 2-piece molecular cluster, C8H12NO2 overall from the Open Molecules 2025 dataset. Energies are from ωB97M-V/def2-TZVPD.

```
23
Properties=species:S:1:pos:R:3:forces:R:3
C -0.3807 1.6337 -1.4673 0.0 -1.2 0.0
C 0.5984 -1.8339 -1.1827 0.5 -1.2 0.9
C -0.2497 1.1328 -0.1008 -0.1 0.1 0.4
C 0.9005 1.0356 0.5491 2.9 2.3 -0.2
C -1.4856 1.4402 -2.1748 1.1 1.7 0.7
C -1.3401 0.4552 0.7009 1.6 -2.4 -0.3
C -0.5907 -0.0207 2.0213 -1.8 3.2 -0.3
C 1.1662 -2.2251 -0.1738 -2.2 0.9 -4.2
N 0.8508 0.2683 1.8070 2.5 -1.1 -0.5
O 1.9208 -2.1641 0.8499 3.4 -0.4 3.0
O -0.1429 -1.7316 -2.2703 -0.4 1.0 1.5
H 0.5145 1.8685 -2.0215 0.3 0.6 0.3
H 1.9515 1.5505 0.3605 -2.5 -1.4 0.0
H -2.3813 1.1692 -1.7471 -1.8 -1.0 1.0
H -1.5725 1.9526 -3.0800 0.1 0.0 -1.8
H -2.3319 0.8432 0.8147 -0.1 1.0 0.4
H -1.5419 -0.5061 0.1966 0.0 0.3 -0.3
H -0.8156 0.6733 2.8279 -0.6 -0.3 0.2
H -1.0019 -0.9810 2.1859 1.0 -1.3 0.8
H 1.4316 -0.5937 1.5332 -0.9 0.7 0.9
H 1.4238 0.7543 2.5906 -1.7 -1.0 -1.3
H 2.8832 -2.4347 0.7312 -1.7 0.3 -0.2
H 0.1935 -2.2865 -2.9506 0.5 -0.9 -1.0
```
Positions in Å, forces in eV/Å.

Output
Energy relative to the best compared isomer or geometry (same formula, charge and spin) = 4.3906 eV
Net charge = +1
LUMO level = -3.130 eV
Gap between HOMO and LUMO = 9.13 eV
Calculated total energy = -516.8326 Eh


Entry 7:
Here is C8H12NO3 as an isolated structure from the Open Molecules 2025 dataset. Energies are from ωB97M-V/def2-TZVPD.

```
24
Properties=species:S:1:pos:R:3:forces:R:3
C 1.1114 1.8463 1.0778 2.4 1.9 2.8
C 0.3030 1.9427 0.0416 0.8 3.0 0.8
C 1.6784 0.5703 1.6222 -0.7 -1.1 0.4
C 1.2924 -0.7209 0.8371 1.9 -0.8 0.2
C -0.0942 -0.6645 0.2795 -2.5 0.7 -1.8
C -1.0796 -0.3699 1.3803 0.3 -1.1 2.1
C 0.9562 0.4717 -1.8216 -0.8 -2.6 -3.1
C -1.7262 -1.8697 -1.1197 0.6 -0.7 1.8
N 0.0641 0.8661 -0.7930 -4.7 -0.7 0.9
O 2.1219 0.4017 2.7358 0.0 0.8 -1.2
O 1.9599 -1.7250 0.8103 -0.8 1.1 -0.1
O -0.3722 -1.5397 -0.6787 0.0 -0.5 0.9
H 1.4654 2.7519 1.7556 -1.3 -1.8 -1.7
H -0.1954 2.9302 -0.1640 0.5 -1.2 -0.1
H -2.1525 -0.2243 1.1385 0.9 0.1 -0.2
H -0.6908 0.4591 2.0996 -1.0 -1.7 -1.3
H -1.0247 -1.4140 1.9253 -0.2 2.0 -0.5
H 0.4341 0.6180 -2.8618 1.1 -0.7 1.9
H 1.7410 1.1239 -1.8156 2.4 1.5 -0.1
H 1.2876 -0.6245 -1.6273 -0.5 2.0 -0.9
H -1.8148 -2.9468 -1.0239 0.1 -0.1 -0.4
H -1.8518 -1.5168 -2.0926 0.0 0.3 -1.7
H -2.5051 -1.4611 -0.5107 -0.2 0.5 0.6
H -0.9083 1.0952 -1.1949 1.7 -1.2 0.6
```
Positions in Å, forces in eV/Å.

Output
Energy relative to the best compared isomer or geometry (same formula, charge and spin) = 2.8890 eV
Net charge = +1
LUMO level = -4.665 eV
Gap between HOMO and LUMO = 9.20 eV
Calculated total energy = -592.1197 Eh


Entry 8:
Here is the molecule C8H12O from the Open Molecules 2025 dataset. Energies are from ωB97M-V/def2-TZVPD.

```
21
Properties=species:S:1:pos:R:3:forces:R:3
C -1.4017 -1.9455 -0.1005 -0.6 -0.6 0.3
C -0.7052 -0.6824 -0.1254 -0.3 2.4 -1.2
C -0.3255 0.1744 1.0179 0.3 2.1 -1.3
C 1.1137 0.5514 1.2079 0.4 -2.6 2.5
C 1.8778 0.0900 0.0564 1.5 -1.0 -3.6
C 1.1871 0.6637 -1.2398 1.3 -1.5 -0.6
C -0.2758 0.2741 -1.2273 -0.6 0.4 -1.0
C -1.0772 0.8642 -0.1253 -1.4 -1.1 2.1
O -2.2800 1.6876 -0.0273 1.7 -1.9 -1.2
H -1.9579 -1.8829 0.8268 -1.1 -0.4 -0.1
H -0.7857 -2.8062 0.0554 1.0 -0.5 0.0
H -1.9311 -2.1694 -1.0211 -0.6 0.2 0.2
H -0.7312 -0.0147 1.9822 -1.3 -0.1 0.4
H 1.3441 -0.0659 2.1201 0.6 0.5 -0.6
H 1.3917 1.5357 1.4795 -0.4 1.4 0.1
H 1.7454 -1.0395 -0.1502 0.6 1.5 0.9
H 2.9886 0.3807 0.0285 -1.6 -0.6 0.3
H 1.1052 1.7206 -1.1799 0.9 1.2 -0.5
H 1.7611 0.2567 -2.1599 -1.0 1.0 1.3
H -0.7776 0.3109 -2.2513 0.5 -0.6 1.4
H -2.2658 2.0966 0.8332 0.2 0.1 0.4
```
Positions in Å, forces in eV/Å.

Output
SMILES string = C[C@@]12[C@H]3CCC[C@@H]1[C@@]32O
Energy relative to the best compared isomer or geometry (same formula, charge and spin) = 3.3802 eV
LUMO level = 0.839 eV
Gap between HOMO and LUMO = 8.66 eV
Calculated total energy = -387.1387 Eh


Entry 9:
Here is C8H12O as an isolated structure from the Open Molecules 2025 dataset. Energies are from ωB97M-V/def2-TZVPD.

```
21
Properties=species:S:1:pos:R:3:forces:R:3
C 1.1185 1.4950 -0.1980 2.9 0.1 0.1
C 1.6363 0.0363 -0.0282 -0.7 0.8 -4.6
C 0.1775 1.1416 0.8917 -1.6 -0.2 -0.7
C 0.9966 -0.0401 1.3845 -1.5 -0.4 5.9
C 0.4946 -0.8568 0.2410 0.4 -1.1 -2.1
C -0.8534 0.1707 0.2580 0.5 1.6 1.4
C 0.4153 -2.2871 -0.2316 -1.9 0.3 2.9
C -1.6377 0.6841 -0.9256 0.5 1.4 1.1
O -1.7635 -0.2098 1.2581 -0.9 0.3 -2.3
H 1.8816 2.2602 0.1261 -0.5 -0.9 -0.3
H 0.7483 1.7641 -1.1976 0.1 -0.2 0.4
H 2.5290 -0.4425 -0.3337 1.2 -0.2 -0.2
H -0.2655 1.9058 1.4266 -0.6 1.4 1.6
H 1.3571 -0.3774 2.4291 -0.5 0.7 -2.0
H -0.1569 -2.8743 0.5843 0.3 0.7 -1.7
H 1.2748 -2.8679 -0.4001 1.6 -0.1 -0.2
H -0.0899 -2.1636 -1.1829 -0.5 -0.4 -0.3
H -0.9058 1.0031 -1.6419 -0.1 0.8 -0.5
H -2.4141 1.4727 -0.5733 1.7 -1.1 -0.5
H -2.1617 -0.0558 -1.4176 -1.3 -1.9 -0.8
H -1.1575 -0.5987 1.8202 1.1 -1.6 3.0
```
Positions in Å, forces in eV/Å.

Output
Energy relative to the best compared isomer or geometry (same formula, charge and spin) = 4.6544 eV
LUMO level (spin up / spin down) = 0.541 / -4.325 eV
Spin multiplicity = 3
Gap between HOMO and LUMO (spin up / spin down) = 2.93 / 6.39 eV
Calculated total energy = -386.8867 Eh


Entry 10:
Here is a 2-piece molecular cluster, C8H12O2 overall from the Open Molecules 2025 dataset. Energies are from ωB97M-V/def2-TZVPD.

```
22
Properties=species:S:1:pos:R:3:forces:R:3
C 2.9810 -1.4529 -0.3526 -0.2 -0.4 -0.3
C 1.8631 -0.6347 0.2563 0.8 -0.7 0.3
C 1.8045 0.7233 -0.0267 0.0 0.0 0.8
C 0.8288 1.5487 0.5222 -0.1 -1.0 -0.1
C -0.0411 0.9593 1.4329 -0.8 0.7 -0.4
O -1.1603 1.6762 1.8066 0.2 -0.2 0.6
C 0.1062 -0.3475 1.8363 0.0 -1.0 0.3
C 1.0050 -1.1920 1.1984 -0.2 1.0 -0.3
H 2.7675 -1.6681 -1.3994 0.1 0.1 -0.2
H 3.1105 -2.4390 0.1062 -0.1 0.3 0.2
H 3.9379 -0.9297 -0.3006 -0.1 0.0 0.0
H 2.6398 1.1148 -0.5696 0.0 0.4 -0.7
H 0.6666 2.5582 0.2012 0.1 0.4 0.0
H -1.6613 1.1296 2.4357 0.2 0.4 -0.3
H -0.4906 -0.7599 2.6490 -0.3 0.2 -0.3
H 0.9639 -2.2482 1.3952 0.4 -0.2 0.2
C -3.5252 0.1288 -2.0430 1.4 0.0 0.7
O -2.5323 1.1143 -1.7712 -0.1 0.8 -0.7
H -3.0551 -0.8588 -2.0766 -0.2 -0.1 0.0
H -3.8755 0.3789 -3.0309 -0.4 0.0 -0.2
H -4.3204 0.1305 -1.3029 -0.2 0.0 0.0
H -2.0131 1.0680 -0.9666 -0.4 -0.7 0.3
```
Positions in Å, forces in eV/Å.

Output
SMILES string = Cc1ccc(O)cc1.CO
Energy relative to the best compared isomer or geometry (same formula, charge and spin) = 0.6539 eV
LUMO level = 0.737 eV
Gap between HOMO and LUMO = 9.27 eV
Calculated total energy = -462.4823 Eh


Repeat the ninth record exactly.
Here is C8H12O as an isolated structure from the Open Molecules 2025 dataset. Energies are from ωB97M-V/def2-TZVPD.

```
21
Properties=species:S:1:pos:R:3:forces:R:3
C 1.1185 1.4950 -0.1980 2.9 0.1 0.1
C 1.6363 0.0363 -0.0282 -0.7 0.8 -4.6
C 0.1775 1.1416 0.8917 -1.6 -0.2 -0.7
C 0.9966 -0.0401 1.3845 -1.5 -0.4 5.9
C 0.4946 -0.8568 0.2410 0.4 -1.1 -2.1
C -0.8534 0.1707 0.2580 0.5 1.6 1.4
C 0.4153 -2.2871 -0.2316 -1.9 0.3 2.9
C -1.6377 0.6841 -0.9256 0.5 1.4 1.1
O -1.7635 -0.2098 1.2581 -0.9 0.3 -2.3
H 1.8816 2.2602 0.1261 -0.5 -0.9 -0.3
H 0.7483 1.7641 -1.1976 0.1 -0.2 0.4
H 2.5290 -0.4425 -0.3337 1.2 -0.2 -0.2
H -0.2655 1.9058 1.4266 -0.6 1.4 1.6
H 1.3571 -0.3774 2.4291 -0.5 0.7 -2.0
H -0.1569 -2.8743 0.5843 0.3 0.7 -1.7
H 1.2748 -2.8679 -0.4001 1.6 -0.1 -0.2
H -0.0899 -2.1636 -1.1829 -0.5 -0.4 -0.3
H -0.9058 1.0031 -1.6419 -0.1 0.8 -0.5
H -2.4141 1.4727 -0.5733 1.7 -1.1 -0.5
H -2.1617 -0.0558 -1.4176 -1.3 -1.9 -0.8
H -1.1575 -0.5987 1.8202 1.1 -1.6 3.0
```
Positions in Å, forces in eV/Å.

Output
Energy relative to the best compared isomer or geometry (same formula, charge and spin) = 4.6544 eV
LUMO level (spin up / spin down) = 0.541 / -4.325 eV
Spin multiplicity = 3
Gap between HOMO and LUMO (spin up / spin down) = 2.93 / 6.39 eV
Calculated total energy = -386.8867 Eh


> Look up the calculated total energy of the seventh one.

-592.1197 Eh


> Which value of energy relative to the best compared isomer or geometry (same formula, charge and spin) does entry 3 give?

4.8851 eV


> calculated total energy of number 9 (C8H12O)?

-386.8867 Eh